The following is a DFT calculation (ωB97M-V with the def2-TZVPD basis set) of a structure of composition C32H33CrN7O4Se in a non-equilibrium geometry.

The largest force on an atom is 2.2 eV Å⁻¹. Its HOMO energy (alpha / beta) is -10.3 / -10.3 eV. Its LUMO energy (alpha / beta) is -3.81 / -3.48 eV. The gap between HOMO and LUMO (alpha / beta) comes out at 6.5 / 6.8 eV. As for the spin multiplicity: 2. The net charge is +1.

Last column: Löwdin charge in e.
Geometry (Å):
1 Cr 0.1345 0.6444 0.0829  0.718
2 C 0.8249 -1.7165 -3.2529  -0.070
3 O 0.6048 -1.5799 -1.8518  -0.217
4 C 1.2970 -2.4087 -1.0272  -0.280
5 C 2.0949 -3.4375 -1.5079  -0.011
6 C 2.7732 -4.2709 -0.6371  -0.061
7 C 2.6512 -4.0877 0.7281  -0.072
8 C 1.8642 -3.0614 1.2125  -0.014
9 C 1.1811 -2.1915 0.3599  -0.169
10 N 0.4099 -1.1036 0.9108  -0.046
11 N 0.1200 -1.3244 2.1469  0.106
12 C -0.6006 -0.5314 2.9469  -0.148
13 C -1.4345 0.5283 2.4760  -0.305
14 O -1.4437 0.8721 1.2427  -0.109
15 C -2.2910 1.1927 3.4008  0.018
16 C -2.2410 0.9077 4.7237  0.008
17 C -1.3664 -0.0891 5.2527  -0.166
18 C -1.2815 -0.3283 6.6361  -0.026
19 C -0.4186 -1.2713 7.1326  -0.070
20 C 0.3926 -2.0016 6.2558  -0.060
21 C 0.3258 -1.7843 4.9001  -0.016
22 C -0.5559 -0.8300 4.3676  -0.092
23 H 1.8771 -1.5595 -3.4977  0.096
24 H 0.2301 -0.9421 -3.7321  0.097
25 H 0.5041 -2.6967 -3.6100  0.104
26 H 2.1895 -3.6031 -2.5710  0.109
27 H 3.4076 -5.0519 -1.0336  0.113
28 H 3.1675 -4.7404 1.4184  0.109
29 H 1.7812 -2.9031 2.2743  0.090
30 H -2.9427 1.9633 3.0086  0.129
31 H -2.8665 1.4593 5.4162  0.125
32 H -1.9127 0.2427 7.3065  0.117
33 H -0.3538 -1.4477 8.1978  0.109
34 H 1.0781 -2.7402 6.6499  0.110
35 H 0.9576 -2.3427 4.2271  0.093
36 N -1.5701 0.2111 -1.3122  -0.003
37 C -1.9946 1.3496 -2.1576  -0.211
38 C -2.3685 2.5516 -1.3067  -0.082
39 C -1.1773 3.1048 -0.5356  -0.618
40 O -1.3030 4.0600 0.2148  0.052
41 O -0.0428 2.4908 -0.7604  -0.216
42 H -1.4342 -0.6027 -1.8984  0.086
43 H -2.3318 -0.0130 -0.6776  0.104
44 H -2.8454 1.0696 -2.7837  0.124
45 H -1.1603 1.6096 -2.8084  0.123
46 H -3.1365 2.2907 -0.5752  0.127
47 H -2.7639 3.3534 -1.9301  0.133
48 C 5.2602 1.1751 0.6433  -0.014
49 N 4.3714 2.2556 0.2757  -0.054
50 C 3.2508 2.1489 -0.4647  -0.650
51 Se 2.4989 0.6063 -1.1704  0.892
52 N 2.6945 3.3617 -0.5659  0.146
53 C 3.3982 4.2652 0.2051  -0.169
54 C 3.1695 5.5976 0.5142  0.006
55 C 4.0658 6.2003 1.3806  -0.073
56 C 5.1598 5.5021 1.9011  -0.073
57 C 5.3947 4.1753 1.5814  0.001
58 C 4.4839 3.5632 0.7336  -0.153
59 H 4.8528 0.2433 0.2597  0.056
60 H 5.3410 1.1246 1.7297  0.099
61 H 6.2511 1.3351 0.2192  0.106
62 H 1.7379 3.4594 -0.9270  0.144
63 H 2.3251 6.1286 0.0935  0.123
64 H 3.9220 7.2369 1.6555  0.110
65 H 5.8447 6.0158 2.5622  0.110
66 H 6.2495 3.6461 1.9809  0.116
67 C 0.9296 3.9184 4.3567  0.015
68 N 1.2477 2.8146 3.4704  -0.086
69 C 2.1185 1.7833 3.7145  -0.026
70 C 2.0668 0.9770 2.6211  -0.110
71 N 1.1784 1.5048 1.7123  -0.029
72 C 0.7053 2.6152 2.2606  -0.104
73 H 1.4657 3.7960 5.2936  0.097
74 H -0.1406 3.9362 4.5578  0.098
75 H 1.2203 4.8635 3.9020  0.098
76 H 2.6756 1.6986 4.6315  0.130
77 H 2.5949 0.0576 2.4253  0.120
78 H -0.0151 3.2857 1.8075  0.136

Atomic forces in eV per Å
Cr -0.9 2.0 0.0
C 0.0 0.1 -0.1
O -0.1 0.0 -0.1
C -0.1 0.1 0.4
C 0.0 -0.1 -0.1
C 0.0 0.0 0.0
C 0.0 -0.1 0.0
C 0.0 0.2 -0.1
C 0.3 -0.4 -0.1
N -0.3 -0.5 0.8
N 0.3 -0.3 -0.5
C -0.3 0.6 -0.1
C 0.3 -0.6 0.5
O 0.8 0.1 -0.9
C -0.2 0.2 0.0
C -0.1 0.1 -0.1
C 0.2 -0.2 -0.1
C -0.1 0.0 0.0
C 0.0 0.0 0.1
C 0.0 0.0 -0.1
C 0.0 0.0 0.0
C 0.0 0.0 0.1
H 0.0 0.0 0.0
H 0.0 0.0 0.0
H 0.0 0.0 0.0
H 0.0 0.0 0.0
H 0.0 0.0 0.0
H 0.0 0.0 0.0
H 0.0 0.0 0.0
H 0.0 0.0 0.0
H 0.0 0.0 0.0
H 0.0 0.0 0.0
H 0.0 0.0 0.0
H 0.0 0.0 0.0
H 0.0 0.0 0.0
N 0.4 -0.1 0.0
C -0.1 0.2 -0.1
C 0.3 -0.2 0.1
C -0.2 0.4 0.2
O 0.1 -0.3 -0.2
O 0.3 -0.5 0.5
H 0.1 -0.1 0.0
H 0.0 0.0 0.0
H 0.0 -0.1 0.0
H 0.0 0.0 0.0
H -0.1 0.1 0.0
H -0.1 0.0 0.0
C 0.2 -0.1 0.1
N -0.2 -0.1 -0.1
C 0.0 0.1 0.1
Se -0.3 -0.4 -0.1
N -0.5 -0.1 -0.1
C 0.2 0.1 0.2
C -0.1 0.0 0.0
C -0.1 0.0 -0.1
C 0.1 0.0 0.0
C 0.1 -0.1 0.0
C -0.2 0.3 -0.1
H 0.0 0.0 0.0
H 0.0 0.0 0.0
H 0.0 0.0 0.0
H 0.2 -0.1 0.2
H 0.0 0.0 0.1
H 0.0 0.0 0.0
H 0.0 0.0 0.0
H 0.0 0.0 0.0
C -0.1 0.2 0.1
N 0.0 0.0 -0.2
C 0.1 -0.2 0.0
C 0.2 0.0 -0.1
N -0.1 -0.2 -0.1
C 0.0 0.1 0.0
H 0.0 -0.1 0.0
H 0.0 0.0 0.0
H 0.0 0.0 0.0
H 0.0 0.0 0.0
H 0.0 0.0 0.0
H 0.0 0.0 -0.1